{
  "formula": "C44H87ClIN4O11S5",
  "method": "ωB97M-V with the def2-TZVPD basis set",
  "symbols": ["C", "C", "C", "C", "C", "C", "C", "C", "C", "C", "N", "C", "C", "C", "C", "O", "N", "Cl", "C", "N", "C", "C", "C", "C", "N", "C", "I", "C", "C", "C", "C", "H", "H", "H", "H", "H", "H", "H", "H", "H", "H", "H", "H", "H", "H", "H", "H", "H", "H", "H", "H", "H", "H", "H", "H", "H", "H", "H", "H", "H", "H", "H", "H", "H", "H", "H", "H", "H", "H", "H", "H", "H", "H", "H", "H", "H", "H", "H", "C", "C", "C", "S", "O", "O", "C", "H", "H", "H", "H", "H", "H", "H", "H", "C", "C", "C", "S", "O", "O", "C", "H", "H", "H", "H", "H", "H", "H", "H", "C", "C", "C", "S", "O", "O", "C", "H", "H", "H", "H", "H", "H", "H", "H", "C", "C", "C", "S", "O", "O", "C", "H", "H", "H", "H", "H", "H", "H", "H", "C", "C", "C", "S", "O", "O", "C", "H", "H", "H", "H", "H", "H", "H", "H"],
  "xyz": [[6.52141, -0.08708, 2.33096], [6.25933, 1.41316, 2.29637], [5.12640, 1.83045, 1.35102], [3.88757, 0.95505, 1.48344], [2.63403, 1.63956, 0.93440], [1.62677, 0.63312, 0.35002], [0.13957, 0.96737, 0.59091], [-0.72525, -0.12338, 1.23948], [-1.96515, 0.54154, 1.86288], [-2.92615, 1.26404, 0.90933], [-3.55854, 2.38120, 1.61506], [-4.11513, 3.41861, 0.71203], [-5.62477, 3.37256, 0.49637], [-4.46069, 1.92113, 2.60405], [-4.79404, 2.91143, 3.69455], [-4.89028, 0.78072, 2.61347], [-0.00452, -0.89459, 2.31536], [0.42412, 0.04992, 3.68269], [-0.74203, -2.03833, 2.48915], [-0.64151, -2.95964, 3.39891], [0.28190, -2.92762, 4.53958], [0.94510, -4.31583, 4.68219], [-0.42744, -2.55672, 5.85767], [-1.62938, -1.60568, 5.78784], [-1.64220, -2.21471, 1.43815], [-1.08565, -1.32546, 0.35980], [0.69749, -2.47988, -0.36337], [-1.92688, -1.09456, -0.88949], [-3.36038, -1.65343, -0.79896], [-4.29344, -0.91846, -1.75146], [-3.38650, -3.17176, -1.08607], [7.42483, -0.32379, 2.88863], [6.62183, -0.47645, 1.31718], [5.71163, -0.64494, 2.79972], [7.19116, 1.90199, 2.01213], [6.03195, 1.76992, 3.30405], [4.87523, 2.87215, 1.54843], [5.49174, 1.76961, 0.32744], [3.73773, 0.69889, 2.53465], [4.04897, 0.04547, 0.90584], [2.17155, 2.27888, 1.68769], [2.94505, 2.30515, 0.12875], [1.78662, 0.65878, -0.72873], [1.88506, -0.37039, 0.65883], [-0.30823, 1.27885, -0.34688], [0.09897, 1.83827, 1.24420], [-2.56269, -0.18090, 2.41710], [-1.65001, 1.28974, 2.58600], [-3.68637, 0.55693, 0.57953], [-2.43704, 1.64409, 0.02028], [-3.59277, 3.36493, -0.23789], [-3.87237, 4.39345, 1.13939], [-5.96451, 2.37595, 0.22810], [-5.86824, 4.07327, -0.30024], [-6.15019, 3.72551, 1.37856], [-4.04194, 3.69230, 3.71665], [-5.78316, 3.32534, 3.53650], [-4.74533, 2.36718, 4.63266], [-1.27317, -3.74503, 3.25791], [1.08086, -2.23931, 4.29934], [1.02456, -4.59398, 5.72699], [0.33579, -5.07070, 4.19402], [1.92662, -4.32825, 4.21675], [0.33826, -2.11644, 6.49307], [-0.75431, -3.47858, 6.33235], [-1.34234, -0.59670, 6.07395], [-2.41148, -1.90983, 6.47781], [-2.08670, -1.54337, 4.80339], [-1.55479, -3.17749, 1.10994], [-1.47739, -1.55082, -1.76349], [-1.97727, -0.03137, -1.11153], [-3.75549, -1.53192, 0.20905], [-5.31626, -1.22699, -1.53432], [-4.25731, 0.16146, -1.62318], [-4.11153, -1.18192, -2.79225], [-2.56614, -3.46353, -1.73727], [-3.38059, -3.75767, -0.17171], [-4.31685, -3.42482, -1.59140], [3.24007, -1.48117, -4.19178], [3.55594, -0.69586, -5.47389], [2.45850, 0.36320, -5.64620], [1.87762, 0.74739, -3.99080], [0.50169, 0.32344, -3.85946], [2.26586, 2.08715, -3.62304], [2.91197, -0.43195, -3.13564], [4.07274, -2.11075, -3.88193], [2.37328, -2.12614, -4.35762], [4.52708, -0.20846, -5.37315], [3.60666, -1.34471, -6.34646], [2.82489, 1.27221, -6.11140], [1.61277, -0.01597, -6.21126], [2.35715, -0.80676, -2.28304], [3.80663, 0.09509, -2.80128], [0.16494, -0.57290, -11.46308], [-0.48482, -0.99765, -10.13868], [0.64848, -1.33752, -9.16183], [2.05813, -0.33750, -9.66669], [3.10788, -1.21369, -10.11635], [2.32327, 0.67217, -8.67019], [1.27235, 0.40766, -11.09020], [-0.55567, -0.11771, -12.13969], [0.59309, -1.44349, -11.96363], [-1.07822, -0.17203, -9.74208], [-1.15286, -1.84676, -10.27067], [0.39853, -1.09442, -8.13200], [0.94971, -2.38058, -9.23365], [2.01619, 0.55231, -11.86967], [0.86747, 1.36842, -10.77411], [-2.39011, 6.79227, 6.71603], [-3.22519, 7.02536, 7.98304], [-4.66038, 6.57802, 7.67564], [-4.52626, 5.29923, 6.41972], [-5.13793, 5.77626, 5.20530], [-4.88824, 4.02131, 6.97817], [-2.74606, 5.38879, 6.23492], [-1.32326, 6.88698, 6.91068], [-2.65912, 7.52529, 5.95302], [-2.81993, 6.42813, 8.80173], [-3.20121, 8.06743, 8.29568], [-5.16458, 6.15873, 8.54194], [-5.25736, 7.38396, 7.25428], [-2.48501, 5.19982, 5.19605], [-2.31255, 4.62370, 6.87836], [-4.05052, -8.32553, 2.22767], [-2.64805, -8.86903, 2.53763], [-1.64310, -7.75402, 2.21662], [-2.53258, -6.21303, 2.45112], [-2.62956, -5.51926, 1.19049], [-1.99850, -5.50328, 3.60235], [-4.11101, -6.93773, 2.86007], [-4.83162, -8.97155, 2.62204], [-4.19112, -8.24854, 1.14789], [-2.58321, -9.13059, 3.59489], [-2.42624, -9.76656, 1.96454], [-0.77894, -7.76353, 2.87617], [-1.31663, -7.78153, 1.17901], [-4.90419, -6.30432, 2.46988], [-4.17494, -6.99325, 3.94645], [7.38404, 2.54028, -4.39429], [6.13514, 3.23442, -4.95574], [4.96947, 2.91840, -4.00871], [5.70363, 2.66496, -2.38843], [5.49773, 1.28642, -2.00554], [5.33135, 3.74204, -1.50693], [7.40585, 2.86239, -2.90306], [8.29350, 2.88037, -4.88622], [7.30643, 1.46078, -4.53995], [6.30252, 4.31244, -4.98972], [5.91177, 2.90615, -5.96912], [4.25320, 3.73201, -3.93856], [4.45604, 1.99898, -4.28230], [8.03567, 2.19776, -2.31635], [7.68210, 3.90030, -2.72138]],
  "multiplicity": 1,
  "total_energy_ev": -150314.8331,
  "total_charge": 1,
  "orbital_gap_ev": 8.72
}